1.
Here is a molecular structure, C57H48P2PdS at a distorted geometry from the OMol25 dataset. Energies are from the ωB97M-V functional and the def2-TZVPD basis.

Properties
LUMO	-8.2	eV

```
! RIJCOSX wB97M-V def2-TZVPD def2/J DEFGRID3
* xyz 2 1
C 3.977 4.371 -0.886
C 2.753 4.174 -1.502
C 1.711 3.502 -0.825
C 1.918 3.087 0.548
C 0.758 2.645 1.359
C 0.805 2.347 2.683
C -0.353 2.544 3.623
C -1.650 2.976 2.941
C -2.833 2.296 3.136
C -3.994 2.628 2.446
C -3.971 3.664 1.516
C -2.801 4.398 1.330
C -1.649 4.062 2.054
Pd 2.010 1.201 -0.573
P 3.751 -0.221 -0.324
C 4.845 0.437 0.969
C 6.011 1.154 0.662
C 6.753 1.740 1.690
C 6.345 1.612 3.019
C 5.205 0.864 3.332
C 4.452 0.280 2.310
C 3.616 -1.961 0.168
C 4.696 -2.635 0.766
C 4.592 -3.994 1.077
C 3.411 -4.689 0.800
C 2.329 -4.017 0.229
C 2.422 -2.660 -0.078
C 4.705 -0.168 -1.870
C 5.512 -1.234 -2.305
C 6.257 -1.103 -3.480
C 6.173 0.061 -4.249
C 5.332 1.099 -3.847
C 4.597 0.984 -2.668
P 0.057 0.344 -1.435
C -0.646 1.642 -2.477
C -0.206 1.777 -3.804
C -0.549 2.916 -4.532
C -1.301 3.935 -3.937
C -1.743 3.807 -2.615
C -1.444 2.650 -1.894
C 0.331 -1.132 -2.447
C -0.528 -2.241 -2.341
C -0.182 -3.444 -2.953
C 1.017 -3.557 -3.657
C 1.853 -2.447 -3.800
C 1.500 -1.228 -3.225
C -1.324 -0.025 -0.332
C -2.656 0.098 -0.771
C -3.705 -0.182 0.101
C -3.437 -0.702 1.367
C -2.116 -0.881 1.785
C -1.058 -0.497 0.964
C 3.194 3.306 1.141
C 4.199 3.924 0.426
H 4.764 4.926 -1.398
H 2.554 4.587 -2.494
H 0.683 3.547 -1.194
H -0.207 2.638 0.819
H 1.736 1.949 3.108
H -0.036 3.346 4.322
H -2.892 1.504 3.872
H -4.906 2.071 2.648
H -4.875 3.907 0.949
H -2.780 5.237 0.636
H -0.731 4.637 1.888
H 6.330 1.251 -0.376
H 7.650 2.312 1.443
H 6.915 2.100 3.813
H 4.903 0.740 4.372
H 3.560 -0.303 2.556
H 5.619 -2.096 0.989
H 5.437 -4.506 1.533
H 3.339 -5.752 1.041
H 1.407 -4.559 0.015
H 1.573 -2.142 -0.528
H 5.550 -2.154 -1.723
H 6.902 -1.922 -3.796
H 6.754 0.147 -5.169
H 5.249 2.006 -4.445
H 3.914 1.789 -2.384
H 0.401 0.992 -4.250
H -0.214 3.020 -5.564
H -1.535 4.840 -4.499
H -2.316 4.606 -2.136
H -1.821 2.542 -0.870
H -1.458 -2.152 -1.779
H -0.852 -4.298 -2.864
H 1.302 -4.516 -4.090
H 2.784 -2.528 -4.358
H 2.150 -0.361 -3.357
H -2.874 0.434 -1.786
H -4.731 0.002 -0.217
H -4.260 -0.950 2.038
H -1.912 -1.324 2.760
H -0.027 -0.568 1.320
H 3.332 3.014 2.179
H 5.170 4.097 0.891
S -0.441 0.987 4.511
C -1.543 1.031 5.918
C -2.916 0.677 5.916
C -3.726 0.995 7.015
C -3.141 1.386 8.221
C -1.750 1.518 8.296
C -0.952 1.253 7.183
H -3.360 0.160 5.059
H -4.813 0.935 6.939
H -3.761 1.578 9.095
H -1.284 1.843 9.222
H 0.134 1.239 7.247
*
```

Atomic partial charges in e from the Löwdin method, atoms 1 to 5: C -0.060; C -0.065; C -0.118; C -0.345; C -0.107

---

2.
Here is a molecular structure, C28H31Br4N3O5STeV from the OMol25 dataset. Energies are from the ωB97M-V functional and the def2-TZVPD basis.

Properties
LUMO (alpha / beta)	1.9 / 2.0	eV
energy relative to the best compared isomer or geometry (same formula, charge and spin)	15.0	kJ/mol

```
! RIJCOSX wB97M-V def2-TZVPD def2/J DEFGRID3
* xyz -1 3
V -1.742 0.346 1.807
C -0.223 2.834 2.739
N -0.336 2.029 1.508
C 1.028 1.636 1.090
C -0.979 2.829 0.443
C -1.488 1.925 -0.662
N -2.472 0.966 -0.109
C -2.632 -0.188 -1.023
C -3.794 1.602 0.064
H 0.385 3.726 2.548
H 0.262 2.237 3.510
H -1.213 3.125 3.084
H 1.616 2.534 0.870
H 1.012 1.008 0.200
H 1.510 1.103 1.907
H -0.273 3.564 0.039
H -1.805 3.375 0.901
H -0.670 1.349 -1.106
H -1.947 2.515 -1.464
H -3.088 0.147 -1.960
H -3.272 -0.928 -0.543
H -1.662 -0.628 -1.244
H -4.178 1.916 -0.913
H -3.731 2.457 0.730
H -4.479 0.881 0.506
Br -6.227 1.085 6.883
C -5.217 0.373 5.454
C -5.242 -0.987 5.173
Br -6.273 -2.164 6.229
C -4.503 -1.495 4.098
Br -4.500 -3.321 3.640
C -3.751 -0.651 3.293
O -3.048 -1.016 2.234
C -3.677 0.724 3.628
O -2.876 1.458 2.856
C -4.432 1.224 4.673
Br -4.308 3.082 4.994
O 1.632 0.256 4.440
S 0.825 -0.911 4.198
O 0.152 -1.508 5.310
N -0.204 -0.619 2.956
C 0.099 -1.337 1.864
O -0.576 -1.146 0.831
C 1.262 -2.233 2.019
C 1.852 -3.048 1.072
C 2.971 -3.772 1.465
C 3.473 -3.670 2.760
C 2.883 -2.832 3.701
C 1.775 -2.118 3.299
H 1.469 -3.080 0.059
H 3.468 -4.413 0.749
H 4.347 -4.244 3.038
H 3.280 -2.738 4.703
C 4.144 0.335 -7.763
C 3.478 0.097 -6.432
C 2.285 0.718 -6.100
C 1.646 0.488 -4.882
C 0.359 1.212 -4.600
C 2.209 -0.396 -3.947
Te 1.261 -0.758 -2.080
C 3.423 -1.028 -4.276
C 4.090 -1.983 -3.325
C 4.031 -0.773 -5.501
H 3.731 1.217 -8.255
H 4.003 -0.516 -8.434
H 5.219 0.485 -7.646
H 1.832 1.407 -6.808
H 0.061 1.823 -5.456
H 0.463 1.855 -3.723
H -0.440 0.505 -4.367
H 4.322 -1.489 -2.380
H 5.009 -2.382 -3.758
H 3.421 -2.810 -3.077
H 4.969 -1.270 -5.735
*
```

Atomic partial charges in e from the Löwdin method, atoms 1 to 5: V 1.036; C -0.063; N -0.316; C -0.070; C -0.166

---

3.
Here is a single C5H7Br molecule at a distorted geometry from the OMol25 dataset. Energies are from the ωB97M-V functional and the def2-TZVPD basis.

Properties
LUMO	0.3	eV
energy relative to the best compared isomer or geometry (same formula, charge and spin)	150.6	kJ/mol
structure (SMILES)	C=CC1(Br)CC1

```
! RIJCOSX wB97M-V def2-TZVPD def2/J DEFGRID3
* xyz 0 1
C -1.395 0.252 -1.430
C -1.309 0.290 -0.088
C -0.138 -0.175 0.604
Br -0.553 -0.710 2.625
C 1.239 0.551 0.566
C 1.195 -0.850 0.109
H -2.375 0.709 -1.938
H -0.664 -0.225 -2.083
H -2.000 0.696 0.607
H 1.705 0.854 1.503
H 1.373 1.278 -0.318
H 1.511 -1.147 -1.013
H 1.413 -1.521 0.857
*
```

Atomic partial charges in e from the natural (NBO) method, atoms 1 to 5: C -0.386; C -0.259; C 0.027; Br -0.093; C -0.429

---

4.
Here is 15 unconnected molecules or ions with the total composition C45H105N15O15 at a distorted geometry from the OMol25 dataset. Energies are from the ωB97M-V functional and the def2-TZVPD basis.

Properties
LUMO	0.3	eV
energy relative to the best compared isomer or geometry (same formula, charge and spin)	328.5	kJ/mol

```
! RIJCOSX wB97M-V def2-TZVPD def2/J DEFGRID3
* xyz 0 1
C -1.609 2.047 -0.794
C -1.364 3.497 -0.417
O -0.456 4.116 -1.038
N -2.165 3.939 0.563
C -1.975 5.184 1.288
H -2.632 1.605 -0.596
H -0.855 1.434 -0.294
H -1.433 2.047 -1.863
H -3.101 3.450 0.810
H -1.953 5.035 2.351
H -2.816 5.850 1.140
H -1.052 5.759 1.094
C -7.177 0.515 -3.898
C -6.644 0.917 -2.607
O -7.420 1.029 -1.625
N -5.322 1.166 -2.479
C -4.395 1.173 -3.676
H -6.600 0.788 -4.757
H -8.252 0.848 -3.849
H -7.244 -0.541 -3.918
H -5.041 1.640 -1.636
H -4.401 2.130 -4.219
H -4.654 0.327 -4.307
H -3.355 1.097 -3.295
C 2.259 2.458 -1.082
C 3.070 3.649 -1.605
O 4.295 3.793 -1.407
N 2.363 4.562 -2.290
C 3.014 5.687 -2.839
H 1.712 2.803 -0.230
H 2.897 1.594 -0.979
H 1.589 2.243 -1.896
H 1.369 4.417 -2.493
H 2.478 6.028 -3.705
H 4.009 5.353 -3.296
H 3.186 6.541 -2.208
C -3.172 -1.294 3.962
C -2.264 -1.909 5.044
O -2.014 -1.385 6.086
N -1.870 -3.133 4.574
C -0.929 -4.088 5.310
H -2.887 -0.337 3.564
H -4.204 -1.239 4.341
H -3.250 -1.999 3.162
H -2.214 -3.437 3.722
H 0.094 -3.922 5.091
H -1.219 -5.078 4.888
H -1.166 -4.023 6.408
C -4.237 -3.737 0.504
C -2.960 -4.460 0.783
O -2.541 -4.496 1.942
N -2.334 -5.068 -0.283
C -1.047 -5.760 -0.011
H -4.697 -4.027 -0.459
H -4.099 -2.639 0.433
H -4.779 -3.999 1.397
H -2.654 -4.863 -1.216
H -1.157 -6.440 0.866
H -0.250 -5.065 0.288
H -0.707 -6.386 -0.780
C 0.792 2.784 2.890
C -0.144 1.865 3.618
O -0.368 0.712 3.315
N -0.591 2.397 4.835
C -1.237 1.656 5.874
H 1.773 2.298 2.980
H 0.821 3.835 3.144
H 0.580 2.703 1.791
H -0.183 3.283 5.117
H -1.737 0.821 5.393
H -1.937 2.354 6.323
H -0.490 1.324 6.595
C 3.681 2.238 -5.212
C 2.688 1.421 -4.539
O 1.483 1.612 -4.594
N 3.153 0.375 -3.798
C 2.170 -0.402 -2.961
H 4.666 1.928 -4.881
H 3.489 3.278 -5.130
H 3.671 2.018 -6.280
H 4.107 0.230 -3.621
H 2.806 -1.046 -2.300
H 1.553 -1.027 -3.550
H 1.550 0.239 -2.241
C -6.844 2.947 1.005
C -5.832 1.762 0.936
O -4.696 1.944 0.509
N -6.343 0.600 1.254
C -5.742 -0.642 0.940
H -6.257 3.882 0.898
H -7.445 2.922 1.955
H -7.500 2.841 0.115
H -7.335 0.564 1.221
H -4.950 -0.903 1.621
H -5.476 -0.563 -0.114
H -6.510 -1.447 1.094
C 2.699 -6.712 0.340
C 2.221 -5.395 -0.250
O 2.120 -5.245 -1.471
N 1.850 -4.395 0.600
C 1.575 -4.351 2.016
H 3.629 -6.563 0.930
H 2.822 -7.278 -0.554
H 1.881 -7.064 0.989
H 1.365 -3.694 0.047
H 0.896 -3.528 2.075
H 2.413 -4.147 2.656
H 1.031 -5.192 2.420
C -0.646 6.498 -3.087
C -1.117 5.564 -4.152
O -1.364 5.843 -5.290
N -1.092 4.225 -3.896
C -1.431 3.310 -4.922
H -0.007 6.043 -2.374
H -1.526 6.842 -2.531
H -0.233 7.378 -3.634
H -0.870 3.949 -2.951
H -0.741 3.379 -5.824
H -2.406 3.584 -5.340
H -1.496 2.300 -4.607
C -2.580 -1.632 -2.886
C -2.216 -3.090 -3.116
O -3.015 -4.029 -3.030
N -0.946 -3.353 -3.331
C -0.352 -4.662 -3.578
H -1.828 -1.067 -2.238
H -3.559 -1.548 -2.477
H -2.507 -1.126 -3.888
H -0.292 -2.599 -3.015
H 0.239 -4.573 -4.417
H -1.223 -5.352 -3.721
H 0.370 -4.920 -2.770
C 7.395 -1.013 -2.975
C 6.055 -1.356 -2.230
O 5.148 -0.525 -2.061
N 5.969 -2.482 -1.550
C 4.713 -3.034 -1.020
H 7.983 -1.916 -3.167
H 7.978 -0.428 -2.379
H 7.102 -0.525 -3.899
H 6.566 -3.318 -1.748
H 4.708 -4.094 -1.009
H 3.861 -2.775 -1.601
H 4.617 -2.784 -0.004
C -1.611 -1.248 0.809
C -0.153 -1.418 0.450
O 0.205 -2.218 -0.441
N 0.740 -0.693 1.137
C 2.130 -0.609 0.753
H -1.853 -0.204 0.549
H -1.700 -1.335 1.886
H -2.169 -1.941 0.249
H 0.361 0.023 1.736
H 2.404 -1.330 -0.055
H 2.812 -0.950 1.634
H 2.383 0.428 0.543
C 5.142 0.700 1.329
C 4.501 1.805 2.122
O 4.101 1.675 3.295
N 4.476 3.043 1.499
C 3.933 4.221 2.137
H 4.657 -0.285 1.489
H 6.255 0.681 1.537
H 4.941 0.969 0.250
H 4.616 2.979 0.484
H 3.823 4.057 3.178
H 2.973 4.572 1.650
H 4.657 4.997 2.021
C 3.127 -2.901 5.184
C 3.482 -1.967 4.058
O 4.106 -2.342 3.066
N 3.066 -0.680 4.206
C 2.389 -0.112 5.379
H 3.592 -2.731 6.163
H 3.563 -3.893 4.954
H 2.050 -2.928 5.328
H 3.429 0.070 3.632
H 3.142 -0.082 6.191
H 1.457 -0.611 5.711
H 2.078 0.907 5.042
*
```

Atomic partial charges in e from the Löwdin method, atoms 1 to 5: C 0.010; C -0.498; O -0.034; N 0.036; C -0.072

---

5.
Here is a molecular structure, C26H49B2F4N3OP2Sr at a distorted geometry from the OMol25 dataset. Energies are from the ωB97M-V functional and the def2-TZVPD basis.

Properties
LUMO	0.2	eV
energy relative to the best compared isomer or geometry (same formula, charge and spin)	245.4	kJ/mol

```
! RIJCOSX wB97M-V def2-TZVPD def2/J DEFGRID3
* xyz 0 1
Sr -0.667 -2.235 0.378
C -1.035 0.570 5.714
C -0.937 -0.807 4.944
C -0.254 -1.956 5.746
C -2.282 -1.287 4.492
P 0.080 -0.481 3.319
C -0.638 1.181 2.927
N -0.201 1.514 1.588
B 0.137 0.607 0.475
N 0.687 1.523 -0.589
C 1.375 1.242 -1.855
P 0.380 0.183 -3.017
C -0.291 1.432 -4.402
C -0.385 1.014 -5.868
C -1.716 1.812 -3.919
C 0.533 2.763 -4.407
C 1.445 -1.100 -3.896
C 0.427 -2.163 -4.452
C 2.212 -1.804 -2.701
C 2.434 -0.865 -5.043
C 0.388 2.847 -0.226
C 0.557 4.082 -0.910
C 0.219 5.230 -0.223
C -0.085 5.268 1.117
C -0.272 4.051 1.859
C -0.102 2.833 1.163
C 1.942 -0.388 3.703
C 2.674 -1.500 2.940
C 2.354 0.955 3.203
C 2.492 -0.610 5.099
H -1.184 0.410 6.764
H -1.785 1.203 5.298
H -0.108 1.147 5.588
H 0.048 -2.867 5.137
H -0.922 -2.358 6.499
H 0.627 -1.636 6.297
H -3.147 -0.576 4.477
H -2.624 -2.149 5.093
H -2.338 -1.711 3.515
H -0.220 1.943 3.569
H -1.735 1.311 3.067
H 2.325 0.662 -1.686
H 1.735 2.162 -2.375
H 0.534 0.788 -6.392
H -0.924 1.860 -6.338
H -1.110 0.226 -6.067
H -2.444 0.991 -4.062
H -2.048 2.772 -4.372
H -1.794 2.031 -2.852
H -0.004 3.543 -4.996
H 1.568 2.598 -4.757
H 0.498 3.143 -3.399
H 0.021 -2.732 -3.596
H 0.928 -2.944 -4.980
H -0.359 -1.752 -5.088
H 1.577 -1.715 -1.788
H 3.138 -1.311 -2.480
H 2.431 -2.822 -3.002
H 3.198 -0.062 -4.994
H 1.995 -0.906 -6.003
H 3.079 -1.740 -4.966
H 0.827 4.173 -1.969
H 0.296 6.185 -0.776
H -0.191 6.229 1.606
H -0.468 4.152 2.923
H 2.372 -1.582 1.911
H 2.503 -2.452 3.467
H 3.756 -1.337 2.941
H 1.988 1.202 2.203
H 3.441 1.025 3.245
H 1.987 1.757 3.833
H 3.549 -0.894 4.920
H 2.082 -1.486 5.637
H 2.437 0.274 5.738
C -4.182 -2.545 -3.048
C -4.164 -1.492 -1.954
N -2.916 -1.344 -1.305
O -5.129 -0.951 -1.494
H -4.972 -3.266 -2.865
H -3.243 -3.135 -2.978
H -4.303 -2.210 -4.045
H -2.141 -1.076 -1.949
H -3.110 -0.579 -0.705
F -0.701 -6.173 1.784
B -0.546 -4.887 1.306
F -1.627 -4.156 1.810
F -0.625 -4.664 -0.206
F 0.649 -4.190 1.701
*
```

Atomic partial charges in e from the Löwdin method, atoms 1 to 5: Sr 1.365; C -0.076; C -0.640; C -0.101; C -0.138